This record from OMol25 describes C31H46BrI2NO2SbSe4Si2TeW as an isolated structure in a non-equilibrium geometry. The level of theory is wB97M-V/def2-TZVPD.

The gap between HOMO and LUMO is 6.0472 eV. The energy above the lowest of the compared OMol25 structures with the same formula, charge and spin comes out at 196.9 kJ/mol. The calculation puts the electronic energy at -417516.724 eV. The total charge is +1. As for the molecular weight: 1603.6 g/mol. The calculation puts the LUMO energy at -4.6067 eV.

Element x y z (Å)
W 0.41279 -1.18118 1.72790
I -2.17069 1.60835 3.68160
C -0.15478 1.62100 4.26132
C 0.20808 1.99915 5.57567
C 1.45428 1.73553 6.06164
I 1.92958 2.36590 8.00398
C 2.39017 0.98747 5.29066
C 3.59990 0.42985 5.75392
C 4.29503 -0.44239 4.96025
C 3.79035 -0.77304 3.69189
N 2.70767 -0.22005 3.19485
C 2.02552 0.66870 3.97259
C 0.77198 1.08407 3.42044
O 0.55039 0.70100 2.14435
H -0.52809 2.49285 6.19448
H 3.95059 0.66755 6.74972
H 5.20985 -0.90042 5.30900
H 4.28441 -1.50587 3.06243
C -6.23815 -1.29179 -2.97084
C -6.28698 -1.31506 -1.43557
C -7.09575 -0.11206 -0.92856
C -6.99108 -2.59746 -0.99228
C -4.86627 -1.22452 -0.88820
C -4.32236 -2.18388 -0.05282
C -3.02864 -2.03273 0.41417
Br -2.38989 -3.34284 1.60665
C -2.23336 -0.94627 0.06441
O -0.94308 -0.87428 0.56195
C -2.75707 0.05031 -0.78549
C -4.06345 -0.13533 -1.21960
C -1.95971 1.26071 -1.29363
C -2.85056 2.29253 -1.99965
C -0.94931 0.75209 -2.33024
C -1.25634 2.00597 -0.15654
H -7.24630 -1.39831 -3.37439
H -5.62769 -2.11271 -3.35147
H -5.82621 -0.35545 -3.34953
H -8.11063 -0.15333 -1.32772
H -6.65192 0.83452 -1.24032
H -7.15538 -0.11696 0.16133
H -7.99845 -2.61653 -1.40883
H -7.08236 -2.65404 0.09411
H -6.46739 -3.48743 -1.34701
H -4.88135 -3.05193 0.26132
H -4.48886 0.61661 -1.86360
H -3.29434 1.90219 -2.91614
H -2.23431 3.14713 -2.28041
H -3.64571 2.65565 -1.34581
H -1.46953 0.26123 -3.15551
H -0.25744 0.03556 -1.89690
H -0.36821 1.58488 -2.73489
H -1.98371 2.36849 0.57249
H -0.73336 2.87501 -0.56261
H -0.52888 1.39932 0.37503
Se 1.64974 -6.64346 -0.94637
Sb 3.00783 -5.07996 0.07890
Se 0.05679 -1.98176 3.74706
Se 1.40500 -3.29652 0.85431
Se 5.19273 -4.50897 0.58976
C 2.68224 3.38657 -1.49269
Si 3.26921 3.12631 0.26237
C 1.95906 3.68524 1.46289
C 4.87655 4.02065 0.57769
C 3.64930 1.27742 0.51056
Te 2.18071 0.00937 -0.36061
C 3.45343 -1.41304 -1.28867
Si 2.64959 -2.06658 -2.88818
C 3.65848 -3.54952 -3.42633
C 2.78888 -0.67091 -4.11675
C 0.84134 -2.52934 -2.68090
H 2.73292 4.44615 -1.75382
H 1.64682 3.06223 -1.61851
H 3.29966 2.83829 -2.20909
H 1.73381 4.74061 1.29150
H 2.29078 3.57614 2.49840
H 1.02950 3.12460 1.33911
H 4.72657 5.10235 0.56572
H 5.62150 3.77866 -0.18324
H 5.28752 3.75243 1.55359
H 3.76106 0.99873 1.55408
H 4.58074 1.03189 -0.00579
H 3.77449 -2.13997 -0.54511
H 4.33050 -0.83104 -1.58644
H 4.68216 -3.50156 -3.04942
H 3.70794 -3.59262 -4.51730
H 3.21670 -4.49374 -3.09744
H 3.83393 -0.41019 -4.30034
H 2.26927 0.22324 -3.76094
H 2.33787 -0.95539 -5.06962
H 0.72114 -3.61085 -2.58670
H 0.27326 -2.20876 -3.55716
H 0.37801 -2.07445 -1.80421

=====

This record from OMol25 describes a 4-piece molecular cluster, C3H13NO3 overall in a non-equilibrium geometry. The level of theory is wB97M-V/def2-TZVPD.

The gap between HOMO and LUMO is 9.2155 eV. The energy above the lowest of the compared OMol25 structures with the same formula, charge and spin comes out at 65.0 kJ/mol. The structure (SMILES) is C=C(C)N.O.O.O. The calculation puts the electronic energy at -10954.098 eV. As for the molecular weight: 111.1 g/mol. The calculation puts the LUMO energy at 0.5120 eV.

Element x y z (Å)
C -0.07094 -1.34947 1.69437
C -0.54783 -0.18584 0.79162
C -1.86917 -0.06756 0.60084
N 0.42130 0.70513 0.35195
H -0.97184 -1.95316 1.76142
H 0.68434 -1.96085 1.19193
H 0.20732 -1.01913 2.68935
H -2.35118 0.65164 -0.04857
H -2.53900 -0.68797 1.18147
H 1.29119 0.20402 0.23057
H 0.13769 1.36138 -0.35573
H 0.88414 -0.42444 -3.45480
H 1.75949 0.42696 -4.36637
O 1.28136 0.45055 -3.53098
H -0.43899 -2.64637 -2.56530
H -0.19120 -1.67048 -1.37847
O 0.06339 -1.86356 -2.29431
H 0.25035 1.76921 3.78860
H 0.29868 2.04215 2.24530
O 0.25076 2.45728 3.12100

=====

This record from OMol25 describes C8H15FNO2S as an isolated structure in a non-equilibrium geometry. The level of theory is wB97M-V/def2-TZVPD.

The gap between HOMO and LUMO is 6.5699 eV. The energy above the lowest of the compared OMol25 structures with the same formula, charge and spin comes out at 143.4 kJ/mol. The calculation puts the electronic energy at -27675.782 eV. The total charge is -1. As for the molecular weight: 208.3 g/mol. The calculation puts the LUMO energy at 3.2469 eV.

Element x y z (Å)
C -1.11311 -2.55355 -1.05029
C -1.65784 -2.01715 0.34483
C -0.06352 -1.50745 -1.39448
C -1.54584 -0.52430 0.27136
C -0.52143 -0.18724 -0.77827
C 1.12296 2.67146 -1.19094
C 1.54883 2.29395 1.53178
C 0.46374 1.85913 -0.02242
N 0.63448 0.50645 -0.15030
O 3.61504 1.79942 2.99048
O 2.54927 -0.15841 2.06862
F -0.91659 2.39229 0.20035
S 3.07561 1.16012 1.77068
H -0.50843 -3.46901 -0.74855
H -1.76154 -2.85545 -1.85913
H -2.68816 -2.35651 0.50188
H -0.86616 -2.42045 1.06062
H 0.68574 -1.77198 -0.64099
H 0.30142 -1.52791 -2.46889
H -2.50880 -0.08544 0.03159
H -1.27384 -0.01150 1.30009
H -1.01404 0.52785 -1.56789
H 0.70558 3.68035 -1.16840
H 2.11579 2.60484 -0.88618
H 0.77284 2.14228 -2.09151
H 0.94991 2.23136 2.37089
H 1.83549 3.26281 1.28474
H 0.90897 0.00000 0.75868

=====

- Look up the electronic energy of the first one.
  -417516.724 eV

=====

- The lowest molecular weight belongs to which entry?
  C3H13NO3

=====

- Look up the gap between HOMO and LUMO of the third one.
  6.5699 eV

=====

- Which formula does entry 1 have?
  C31H46BrI2NO2SbSe4Si2TeW